C3H11N2 | the ωB97M-V functional and the def2-TZVPD basis

Output
LUMO = -4.058 eV
E_HOMO = -14.6 eV
HOMO-LUMO gap = 0.3877 Ha
Energy relative to the best compared isomer or geometry (same formula, charge and spin) = 2.53 kcal/mol
Spin multiplicity = 1
Total charge = +1

Each line ends with the Mulliken charge.
Element x y z (Å)
C1 -1.81053 0.37615 -0.70419  -1.231
C2 -0.34788 -1.37287 0.41795  -1.198
C3 -0.74475 0.02755 0.24022  1.060
N1 -0.15566 0.94589 0.92927  -0.264
N2 2.17045 0.28212 -0.29916  -0.784
H1 -2.74848 -0.08790 -0.38998  0.334
H2 -1.96240 1.44941 -0.79523  0.403
H3 -1.58592 -0.04359 -1.68544  0.344
H4 -0.31698 -1.64430 1.47300  0.378
H5 0.67626 -1.47817 0.05228  0.325
H6 -0.99639 -2.05996 -0.11818  0.357
H7 0.62913 0.71364 1.52813  0.276
H8 -0.37415 1.92925 0.81194  0.237
H9 2.54689 1.22525 -0.25674  0.252
H10 2.11903 0.05109 -1.28647  0.255
H11 2.90139 -0.31356 0.08261  0.257